{"formula": "C16H34FeP2", "method": "ωB97M-V/def2-TZVPD", "elements": ["Fe", "P", "P", "C", "C", "C", "C", "C", "C", "C", "C", "C", "C", "C", "C", "C", "C", "C", "C", "H", "H", "H", "H", "H", "H", "H", "H", "H", "H", "H", "H", "H", "H", "H", "H", "H", "H", "H", "H", "H", "H", "H", "H", "H", "H", "H", "H", "H", "H", "H", "H", "H", "H"], "positions_angstrom": [[-1.019, -0.087, -0.738], [0.744, 2.576, 0.358], [1.831, -2.044, 1.929], [-0.803, -1.512, -3.097], [-1.676, -0.267, -3.380], [-1.994, -1.672, -0.766], [3.049, -0.754, 1.786], [0.127, -1.355, 1.986], [2.493, 2.972, 0.742], [-1.453, 0.835, -2.362], [-3.320, -1.025, -1.022], [-3.437, 0.514, -0.725], [-0.436, -0.145, 1.260], [0.744, 3.127, -1.416], [-0.833, -1.797, -1.623], [-2.265, 1.258, -1.242], [2.013, -2.999, 3.430], [-0.224, 3.952, 1.103], [2.013, -3.101, 0.490], [-3.728, -1.217, -2.015], [-0.001, 0.780, 1.799], [-0.793, 3.557, 1.963], [1.282, -2.679, 4.180], [-3.558, 0.703, 0.353], [0.248, -1.335, -3.393], [-1.987, -2.218, 0.195], [1.440, 3.977, -1.513], [-0.009, -2.440, -1.298], [-4.003, -1.501, -0.307], [-0.457, -2.241, 1.694], [1.101, 2.261, -2.003], [-2.020, 2.248, -0.807], [3.145, 2.416, 0.048], [-0.280, 3.381, -1.746], [2.605, 4.053, 0.593], [1.380, -3.998, 0.541], [-1.109, -2.367, -3.725], [3.806, -1.017, 1.041], [1.762, -2.523, -0.408], [-1.328, 0.120, -4.350], [0.013, -1.219, 3.076], [-2.727, -0.589, -3.495], [-0.940, 4.369, 0.375], [-0.765, 1.605, -2.724], [3.064, -3.407, 0.452], [-1.556, -0.185, 1.396], [2.583, 0.179, 1.469], [-4.370, 0.932, -1.113], [0.487, 4.718, 1.437], [3.020, -2.837, 3.822], [3.557, -0.590, 2.744], [1.873, -4.068, 3.235], [2.710, 2.655, 1.771]], "mulliken_charge": [-0.24, 0.98, 1.53, -1.26, -1.08, -0.58, -1.02, -0.63, -1.61, 0.24, -1.28, -0.63, -0.75, -1.49, 0.43, -0.72, -1.46, -1.34, -1.31, 0.23, 0.27, 0.28, 0.42, 0.28, 0.30, 0.43, 0.51, 0.40, 0.45, 0.15, 0.22, 0.20, 0.34, 0.39, 0.52, 0.44, 0.42, 0.44, 0.31, 0.50, 0.40, 0.22, 0.38, 0.49, 0.47, 0.28, -0.04, 0.46, 0.46, 0.43, 0.46, 0.39, 0.33], "total_charge": 0, "multiplicity": 5, "energy_ev": -70100.514, "orbital_gap_ev": [3.43, 5.90], "e_homo_ev": [-3.35, -5.87]}

=====

{"formula": "C16H34MoN4O4PSSe3Te", "method": "ωB97M-V/def2-TZVPD", "elements": ["Te", "Mo", "Se", "Se", "Se", "S", "P", "O", "O", "O", "O", "N", "N", "N", "N", "C", "C", "C", "C", "C", "C", "C", "C", "C", "C", "C", "C", "C", "C", "C", "C", "H", "H", "H", "H", "H", "H", "H", "H", "H", "H", "H", "H", "H", "H", "H", "H", "H", "H", "H", "H", "H", "H", "H", "H", "H", "H", "H", "H", "H", "H", "H", "H", "H", "H"], "positions_angstrom": [[-0.254, 0.925, 3.413], [0.424, -0.354, -0.173], [1.709, 0.637, 1.525], [-1.383, 0.889, -0.035], [-1.804, 2.311, 2.463], [1.774, 0.612, -1.877], [-0.371, -2.118, 2.388], [-1.073, -0.755, 2.742], [0.878, -2.192, 3.256], [-1.285, -3.296, 2.626], [0.015, -1.980, 0.865], [3.536, 2.516, -1.912], [1.430, 3.153, -1.039], [0.444, -1.795, -1.761], [-0.103, -3.006, -3.483], [4.349, 3.760, -1.941], [1.593, -4.516, 2.656], [-0.525, -2.080, -2.628], [2.293, 2.292, -1.536], [1.964, -3.292, 3.461], [1.958, -3.536, 4.950], [-3.042, -4.880, 2.986], [-3.599, -2.578, 2.142], [1.194, -3.349, -3.172], [-2.660, -3.756, 2.057], [1.534, -2.593, -2.104], [-2.401, -4.222, 0.645], [4.200, 4.512, -3.249], [3.235, -2.641, 2.972], [2.071, 4.805, 0.709], [1.559, 4.589, -0.701], [-2.070, -3.402, 0.004], [-3.335, -4.613, 0.241], [-1.659, -5.019, 0.623], [-0.657, -3.396, -4.234], [2.462, -2.569, -1.561], [1.742, -4.085, -3.734], [5.374, 3.425, -1.791], [3.048, 4.344, 0.865], [4.420, 3.868, -4.100], [4.906, 5.342, -3.268], [-3.741, -2.254, 3.172], [-3.990, -5.299, 2.648], [-3.252, -1.731, 1.545], [2.841, -4.119, 5.213], [-4.566, -2.886, 1.745], [1.076, -4.092, 5.264], [4.094, 4.359, -1.073], [-2.296, -5.674, 2.973], [-3.170, -4.525, 4.007], [1.495, -4.292, 1.592], [2.174, 5.073, -1.453], [0.682, -4.985, 3.020], [2.003, -2.596, 5.498], [1.378, 4.392, 1.444], [2.404, -5.236, 2.764], [2.168, 5.871, 0.908], [3.191, -2.434, 1.901], [3.989, 1.715, -2.331], [0.557, 4.998, -0.822], [-1.508, -1.639, -2.654], [4.069, -3.320, 3.149], [3.438, -1.716, 3.511], [0.536, 2.741, -0.819], [3.196, 4.917, -3.381]], "mulliken_charge": [0.57, 0.76, -0.10, -0.17, -0.18, -0.30, -0.63, -0.43, 0.23, 0.07, 1.16, -0.14, 0.14, 0.54, -0.02, -0.43, -1.38, -0.77, 0.91, 1.48, -1.57, -1.65, -1.42, -0.56, 1.43, -0.63, -1.39, -0.98, -1.41, -0.88, -0.44, 0.15, 0.52, 0.37, 0.25, 0.47, 0.43, 0.42, 0.26, 0.36, 0.36, 0.37, 0.44, 0.20, 0.43, 0.50, 0.37, 0.07, 0.38, 0.42, 0.26, 0.05, 0.29, 0.36, 0.23, 0.50, 0.40, 0.16, 0.26, 0.41, 0.46, 0.49, 0.32, -0.04, 0.27], "total_charge": 3, "e_above_lowest_ev": 0.079, "energy_ev": -256586.788, "orbital_gap_ev": 6.56, "e_homo_ev": -17.64}

=====

{"formula": "C16H34N5S2", "method": "ωB97M-V/def2-TZVPD", "elements": ["S", "S", "N", "N", "N", "N", "N", "C", "C", "C", "C", "C", "C", "C", "C", "C", "C", "C", "C", "C", "C", "C", "C", "H", "H", "H", "H", "H", "H", "H", "H", "H", "H", "H", "H", "H", "H", "H", "H", "H", "H", "H", "H", "H", "H", "H", "H", "H", "H", "H", "H", "H", "H", "H", "H", "H", "H"], "positions_angstrom": [[0.385, -1.101, -4.128], [-1.074, 1.005, 2.070], [-0.117, 2.897, 3.562], [1.472, 1.461, 2.687], [-1.270, -2.965, -3.274], [-1.123, -1.092, -1.935], [0.740, -0.134, 0.029], [0.609, 0.535, -1.280], [1.903, 0.164, 2.209], [0.427, -1.570, -0.103], [-0.712, -1.763, -3.085], [0.797, 3.707, 4.346], [0.024, 4.781, 5.106], [2.045, 0.105, 0.681], [-0.562, 5.854, 4.188], [-0.735, -5.270, -3.967], [-1.019, -3.831, -4.404], [-1.339, 6.895, 4.983], [1.184, -4.677, -2.385], [0.718, -5.522, -3.565], [-0.803, 0.312, -1.825], [-0.998, -1.746, -0.651], [0.180, 1.831, 2.829], [0.511, -4.794, -1.537], [1.231, -3.628, -2.665], [-2.164, 6.433, 5.519], [1.364, -5.322, -4.421], [-1.095, 3.149, 3.610], [0.249, 6.344, 3.644], [1.191, -0.597, 2.546], [0.705, 5.254, 5.814], [-1.540, 0.772, -1.159], [-0.170, -3.423, -4.954], [-1.896, -3.812, -5.061], [0.511, -2.050, 0.872], [1.527, 4.186, 3.681], [1.334, 0.117, -1.984], [2.163, 2.025, 3.158], [-1.209, -2.811, -0.737], [-0.022, 0.294, 0.719], [-0.774, 4.309, 5.683], [-1.399, -5.531, -3.138], [-0.691, 7.383, 5.707], [2.740, -0.687, 0.398], [2.872, -0.051, 2.660], [2.446, 1.056, 0.325], [-2.038, -3.238, -2.676], [-0.977, -5.930, -4.800], [-1.719, -1.300, 0.041], [-0.879, 0.768, -2.812], [0.823, -6.578, -3.311], [-1.744, 7.654, 4.320], [1.332, 3.065, 5.056], [1.143, -2.026, -0.794], [-1.226, 5.400, 3.449], [0.792, 1.603, -1.157], [2.179, -4.989, -2.076]], "mulliken_charge": [-0.32, -0.62, -0.02, -0.05, -0.09, 0.07, 0.66, -0.38, -1.11, -0.91, 0.18, -0.59, -1.11, -0.38, -0.16, -0.66, -0.73, -1.33, -0.72, -0.60, -1.37, -0.96, 0.47, 0.23, 0.07, 0.34, 0.31, 0.31, 0.25, 0.40, 0.42, 0.43, 0.38, 0.33, 0.36, 0.37, 0.43, 0.27, 0.54, -0.57, 0.36, 0.32, 0.34, 0.38, 0.50, 0.40, 0.32, 0.34, 0.31, 0.59, 0.34, 0.37, 0.45, 0.72, 0.30, 0.41, 0.44], "total_charge": 1, "smiles": "CCCCNC(=S)NCC[NH+]1CCN(C(=S)NCCCC)CC1", "e_above_lowest_ev": 0.000, "energy_ev": -46260.363, "orbital_gap_ev": 8.60, "e_homo_ev": -10.77}